Entry 1:
ORCA calculation (ωB97M-V/def2-TZVPD) on a structure of composition C32H70CsF10N10O4P at a distorted geometry.

Each line ends with the Löwdin charge.
Geometry (Å):
1 Cs 1.41 0.58 -1.29  1.0027
2 N -0.75 -3.15 -4.40  0.0082
3 C -1.96 -3.45 -5.04  -0.3251
4 C -2.96 -2.35 -5.29  -0.2677
5 N -2.29 -1.08 -5.33  -0.0936
6 C -3.11 0.07 -5.62  -0.2651
7 C -2.41 1.28 -6.28  -0.2993
8 N -1.02 1.55 -5.95  -0.0247
9 H -0.41 -2.18 -4.42  0.0434
10 H 0.00 -3.81 -4.47  0.0398
11 H -1.81 -4.02 -5.97  0.0868
12 H -2.61 -4.17 -4.38  0.1109
13 H -3.56 -2.50 -6.18  0.0961
14 H -3.64 -2.30 -4.41  0.1066
15 H -1.51 -0.86 -4.70  0.0397
16 H -3.83 -0.32 -6.41  0.1058
17 H -3.78 0.43 -4.86  0.0848
18 H -2.39 0.94 -7.37  0.0917
19 H -3.04 2.18 -6.11  0.1000
20 H -0.54 0.87 -5.36  0.0159
21 H -0.84 2.53 -5.71  0.0466
22 C 1.62 -2.28 4.67  -0.0521
23 N 0.44 -3.06 4.93  -0.0745
24 C 0.04 -3.16 6.35  -0.1309
25 C -0.80 -4.39 6.44  -0.1521
26 N -0.98 -4.80 5.05  -0.1335
27 C -2.00 -5.68 4.50  -0.0594
28 C -0.16 -4.03 4.24  -0.3653
29 N -0.03 -4.33 2.96  0.0657
30 C 1.07 -3.80 2.29  -0.2733
31 C 1.07 -4.37 0.83  -0.2363
32 N 1.96 -3.47 0.12  0.0840
33 C 2.77 -4.03 -0.74  -0.3223
34 N 2.42 -4.80 -1.84  -0.1133
35 C 1.15 -5.41 -2.11  -0.0540
36 C 3.56 -5.18 -2.60  -0.1690
37 C 4.74 -4.36 -2.00  -0.1401
38 N 4.13 -3.70 -0.86  -0.0853
39 C 4.74 -2.45 -0.44  -0.0344
40 H 2.55 -2.77 4.41  0.0847
41 H 1.78 -1.68 5.54  0.0717
42 H 1.41 -1.58 3.80  0.1044
43 H -0.50 -2.22 6.58  0.1287
44 H 0.95 -3.15 6.92  0.1018
45 H -1.80 -4.20 6.82  0.1071
46 H -0.31 -5.28 6.99  0.1331
47 H -1.63 -5.85 3.46  0.0819
48 H -2.98 -5.19 4.57  0.0843
49 H -1.93 -6.69 4.94  0.0740
50 H 2.06 -4.09 2.68  0.1128
51 H 1.01 -2.74 2.18  0.0809
52 H 0.07 -4.35 0.47  0.0916
53 H 1.44 -5.36 0.79  0.0882
54 H 0.77 -6.04 -1.30  0.0745
55 H 1.38 -6.11 -2.94  0.0855
56 H 0.32 -4.68 -2.40  0.1043
57 H 3.47 -4.99 -3.68  0.1182
58 H 3.76 -6.27 -2.50  0.1134
59 H 5.12 -3.67 -2.80  0.1190
60 H 5.60 -4.97 -1.76  0.1018
61 H 5.45 -2.53 0.37  0.0813
62 H 4.04 -1.69 -0.18  0.0471
63 H 5.35 -2.02 -1.25  0.0832
64 O 1.63 2.82 1.55  -0.1759
65 H 2.25 3.09 0.81  0.0151
66 H 0.73 2.53 1.16  -0.0473
67 O 2.78 -0.01 2.00  -0.0849
68 H 2.56 0.96 2.07  0.0348
69 H 3.46 0.09 1.37  -0.0416
70 O -0.53 -0.26 1.18  -0.2126
71 H -0.75 0.72 1.05  -0.0718
72 H 0.40 -0.41 1.42  -0.0332
73 F -0.21 -0.23 -3.94  -0.6292
74 F 7.03 0.45 -1.98  0.1208
75 C 6.58 1.28 -0.99  -0.5077
76 F 7.39 2.36 -1.05  0.1355
77 F 6.88 0.69 0.18  0.1480
78 C 5.05 1.54 -1.12  -0.4119
79 O 4.24 0.64 -0.64  -0.2484
80 C 4.78 2.99 -0.39  -0.4147
81 F 5.56 4.05 -0.75  0.1197
82 F 3.49 3.32 -0.55  0.1008
83 F 4.89 2.95 1.02  0.0837
84 C 4.77 1.74 -2.61  -0.5615
85 F 5.60 2.58 -3.18  0.1877
86 F 3.51 2.16 -2.89  0.0778
87 F 4.85 0.51 -3.24  0.1188
88 C -1.64 2.41 3.59  -0.0872
89 C -2.13 3.67 2.80  -0.5896
90 C -1.00 4.71 3.06  -0.1129
91 C -3.40 4.28 3.42  -0.1052
92 P -2.10 3.36 0.94  0.8330
93 N -0.91 2.37 0.48  -0.3294
94 C -3.74 2.48 0.47  -0.6152
95 C -3.86 1.40 1.56  -0.1149
96 C -3.61 1.81 -0.87  -0.1108
97 C -5.02 3.40 0.52  -0.0925
98 C -2.03 4.99 -0.05  -0.6397
99 C -3.00 6.05 0.45  -0.1106
100 C -2.29 4.62 -1.48  -0.1264
101 C -0.60 5.54 0.01  -0.1098
102 H -1.23 2.72 4.55  0.0667
103 H -0.88 1.98 2.98  0.0464
104 H -2.40 1.67 3.84  0.0664
105 H -0.75 4.67 4.14  0.0770
106 H -1.36 5.71 2.83  0.0462
107 H -0.03 4.49 2.49  0.0869
108 H -3.11 4.45 4.48  0.0833
109 H -4.30 3.66 3.45  0.0558
110 H -3.67 5.25 2.97  0.0570
111 H -2.89 0.83 1.61  0.0828
112 H -4.75 0.75 1.23  0.1050
113 H -4.15 1.80 2.52  0.0372
114 H -2.56 1.95 -1.24  0.0642
115 H -4.26 2.28 -1.60  0.0632
116 H -3.84 0.75 -0.78  0.0799
117 H -5.25 3.77 1.55  0.0640
118 H -5.81 2.75 0.07  0.0757
119 H -4.99 4.30 -0.18  0.0525
120 H -4.09 5.82 0.39  0.0540
121 H -2.99 6.89 -0.32  0.0924
122 H -2.74 6.37 1.50  0.0632
123 H -3.36 4.42 -1.71  0.0782
124 H -1.60 3.80 -1.78  0.0876
125 H -2.02 5.41 -2.21  0.0774
126 H -0.43 6.38 0.74  0.0871
127 H -0.31 5.86 -1.02  0.0762
128 H 0.13 4.74 0.18  0.0516

The frontier orbital gap is 5.79 eV. The value obtained for the total energy is -3469.92644 Eh. The energy above the lowest of the compared OMol25 structures with the same formula, charge and spin comes out at 0.000 eV. The net charge is -2. Its highest occupied orbital energy is -0.074 hartree.

Entry 2:
ORCA calculation (ωB97M-V/def2-TZVPD) on a cluster of 8 separate species, C32H70IN2O10PS in total at a distorted geometry.

Each line ends with the Löwdin charge.
Geometry (Å):
1 C 3.63 0.38 3.65  -0.1015
2 C 4.39 1.09 2.42  -0.3653
3 C 4.41 0.05 1.15  -0.1095
4 C 3.70 2.43 1.88  -0.1796
5 C 2.74 3.19 2.93  -0.1589
6 C 1.17 2.94 2.61  -0.0817
7 C 0.59 1.61 2.08  0.0064
8 C -0.96 1.40 1.75  -0.2325
9 P -1.51 -0.30 1.16  0.5992
10 O -1.31 -0.45 -0.35  -0.3285
11 O -0.48 -1.43 1.96  -0.2020
12 O -3.10 -0.73 1.60  -0.2348
13 C -1.92 2.61 1.93  -0.5576
14 I -4.03 2.51 1.48  0.9467
15 C -1.33 3.96 2.48  -0.3387
16 N -2.22 5.10 2.70  -0.2610
17 S -1.09 6.28 3.28  0.9215
18 N 0.45 5.50 3.30  -0.2509
19 C 0.19 4.16 2.83  -0.2260
20 H 3.89 -0.74 3.70  0.0832
21 H 2.50 0.56 3.69  0.0572
22 H 4.08 0.85 4.62  0.0827
23 H 5.48 1.26 2.69  0.1167
24 H 4.78 -0.96 1.55  0.0794
25 H 5.08 0.43 0.30  0.0698
26 H 3.37 -0.13 0.71  0.0779
27 H 4.56 3.17 1.64  0.1151
28 H 3.13 2.27 0.89  0.1145
29 H 3.00 3.02 4.03  0.1187
30 H 2.89 4.32 2.74  0.1107
31 H 1.26 0.70 1.89  0.0922
32 H -0.64 -1.23 2.93  0.0788
33 H -3.30 -0.26 2.44  0.0381
34 C 5.10 -3.17 -2.33  -0.0612
35 C 5.27 -1.66 -2.32  -0.4913
36 C 6.17 -1.19 -3.44  -0.0662
37 O 5.82 -1.26 -1.06  -0.0834
38 H 6.07 -3.67 -2.20  0.0812
39 H 4.46 -3.49 -1.51  0.0750
40 H 4.66 -3.51 -3.27  0.0806
41 H 4.29 -1.18 -2.41  0.1424
42 H 7.18 -1.62 -3.35  0.0800
43 H 6.30 -0.10 -3.41  0.0787
44 H 5.77 -1.47 -4.42  0.0798
45 H 6.69 -1.68 -0.97  0.0963
46 C 8.77 3.23 2.43  -0.0642
47 C 8.95 1.72 2.39  -0.5043
48 C 10.39 1.35 2.13  -0.0669
49 O 8.12 1.17 1.38  -0.0652
50 H 9.04 3.68 1.47  0.0821
51 H 7.72 3.49 2.61  0.0728
52 H 9.38 3.69 3.21  0.0805
53 H 8.62 1.29 3.35  0.1386
54 H 10.73 1.73 1.16  0.0810
55 H 10.51 0.26 2.09  0.0797
56 H 11.06 1.74 2.90  0.0800
57 H 8.39 1.55 0.53  0.0897
58 C 1.46 -4.47 1.00  -0.0618
59 C 1.17 -5.59 1.99  -0.4944
60 C 0.13 -6.55 1.44  -0.0636
61 O 0.70 -5.03 3.21  -0.0642
62 H 0.56 -3.88 0.80  0.0723
63 H 2.20 -3.78 1.41  0.0769
64 H 1.84 -4.87 0.06  0.0762
65 H 2.09 -6.13 2.22  0.1387
66 H -0.82 -6.04 1.25  0.0822
67 H -0.08 -7.34 2.17  0.0812
68 H 0.47 -7.01 0.51  0.0557
69 H -0.12 -4.54 3.02  0.0797
70 C -4.90 0.29 -3.88  -0.0603
71 C -5.02 1.56 -3.05  -0.5011
72 C -3.75 2.39 -3.11  -0.0601
73 O -5.30 1.22 -1.69  -0.1069
74 H -4.09 -0.34 -3.50  0.0843
75 H -5.82 -0.30 -3.81  0.0793
76 H -4.70 0.52 -4.93  0.0798
77 H -5.86 2.16 -3.42  0.1277
78 H -2.90 1.83 -2.71  0.0828
79 H -3.84 3.29 -2.51  0.0743
80 H -3.51 2.68 -4.14  0.0801
81 H -4.56 0.69 -1.36  0.0650
82 C -9.32 2.43 -2.66  -0.0589
83 C -9.27 3.40 -3.82  -0.5003
84 C -8.90 4.80 -3.35  -0.0663
85 O -10.54 3.44 -4.47  -0.0600
86 H -10.08 2.72 -1.93  0.0811
87 H -9.59 1.43 -3.01  0.0797
88 H -8.35 2.37 -2.15  0.0716
89 H -8.53 3.06 -4.56  0.1344
90 H -9.65 5.19 -2.65  0.0715
91 H -8.88 5.50 -4.20  0.0799
92 H -7.93 4.82 -2.87  0.0722
93 H -11.19 3.74 -3.83  0.0869
94 C 1.56 -9.33 -3.06  -0.0667
95 C 2.23 -9.32 -1.70  -0.4978
96 C 2.79 -10.69 -1.34  -0.0666
97 O 1.29 -8.92 -0.70  -0.0685
98 H 0.72 -10.03 -3.08  0.0811
99 H 1.16 -8.34 -3.29  0.0804
100 H 2.27 -9.61 -3.84  0.0798
101 H 3.04 -8.58 -1.69  0.1394
102 H 1.99 -11.44 -1.30  0.0810
103 H 3.26 -10.67 -0.36  0.0800
104 H 3.53 -11.01 -2.08  0.0797
105 H 0.57 -9.57 -0.70  0.0935
106 C -7.50 4.63 1.63  -0.0754
107 C -7.45 5.61 0.47  -0.4960
108 C -7.08 7.01 0.94  -0.0612
109 O -8.72 5.65 -0.17  -0.0672
110 H -8.26 4.93 2.37  0.0826
111 H -7.77 3.63 1.28  0.0797
112 H -6.53 4.57 2.14  0.0412
113 H -6.72 5.27 -0.27  0.1364
114 H -7.83 7.39 1.65  0.0812
115 H -7.06 7.71 0.10  0.0809
116 H -6.10 7.02 1.43  0.0798
117 H -9.38 5.95 0.47  0.0914

The frontier orbital gap is 7.03 eV. The value obtained for the total energy is -3160.26049 Eh. The net charge is 0. Its highest occupied orbital energy is -0.325 hartree. Its structure (SMILES) is CC(C)CCc1cc(P(=O)(O)O)c(I)c2nsnc12.CC(C)O.CC(C)O.CC(C)O.CC(C)O.CC(C)O.CC(C)O.CC(C)O.